{
  "formula": "C48H120O24",
  "method": "the ωB97M-V functional and the def2-TZVPD basis",
  "species": ["C", "O", "C", "C", "O", "C", "H", "H", "H", "H", "H", "H", "H", "H", "H", "H", "C", "O", "C", "C", "O", "C", "H", "H", "H", "H", "H", "H", "H", "H", "H", "H", "C", "O", "C", "C", "O", "C", "H", "H", "H", "H", "H", "H", "H", "H", "H", "H", "C", "O", "C", "C", "O", "C", "H", "H", "H", "H", "H", "H", "H", "H", "H", "H", "C", "O", "C", "C", "O", "C", "H", "H", "H", "H", "H", "H", "H", "H", "H", "H", "C", "O", "C", "C", "O", "C", "H", "H", "H", "H", "H", "H", "H", "H", "H", "H", "C", "O", "C", "C", "O", "C", "H", "H", "H", "H", "H", "H", "H", "H", "H", "H", "C", "O", "C", "C", "O", "C", "H", "H", "H", "H", "H", "H", "H", "H", "H", "H", "C", "O", "C", "C", "O", "C", "H", "H", "H", "H", "H", "H", "H", "H", "H", "H", "C", "O", "C", "C", "O", "C", "H", "H", "H", "H", "H", "H", "H", "H", "H", "H", "C", "O", "C", "C", "O", "C", "H", "H", "H", "H", "H", "H", "H", "H", "H", "H", "C", "O", "C", "C", "O", "C", "H", "H", "H", "H", "H", "H", "H", "H", "H", "H"],
  "coordinates": [[0.516, -7.820, 8.271], [1.285, -7.779, 7.077], [0.870, -6.743, 6.259], [1.537, -6.581, 4.925], [2.829, -6.085, 5.111], [3.554, -5.738, 3.858], [0.826, -6.970, 8.880], [0.634, -8.771, 8.789], [-0.551, -7.631, 8.156], [0.920, -5.783, 6.773], [-0.173, -6.882, 5.973], [0.972, -5.876, 4.314], [1.455, -7.543, 4.418], [3.184, -4.799, 3.447], [3.641, -6.545, 3.130], [4.592, -5.479, 4.064], [-2.455, 1.890, -4.623], [-3.752, 2.075, -5.011], [-4.508, 3.066, -4.316], [-6.054, 2.907, -4.503], [-6.318, 3.029, -5.911], [-7.693, 2.937, -6.232], [-2.363, 1.750, -3.546], [-1.882, 2.793, -4.834], [-1.957, 1.076, -5.150], [-4.105, 3.995, -4.721], [-4.269, 3.078, -3.253], [-6.498, 3.681, -3.877], [-6.359, 1.944, -4.095], [-7.844, 2.869, -7.309], [-8.218, 3.794, -5.811], [-8.219, 2.097, -5.779], [3.575, -1.295, 2.158], [2.505, -1.104, 1.216], [1.914, 0.173, 1.306], [0.527, 0.230, 0.587], [0.796, 0.549, -0.788], [-0.357, 0.584, -1.604], [3.951, -2.314, 2.066], [3.312, -1.237, 3.214], [4.402, -0.604, 1.994], [2.588, 0.989, 1.045], [1.810, 0.437, 2.359], [-0.063, 1.071, 0.950], [0.012, -0.723, 0.714], [0.000, 1.006, -2.544], [-0.990, 1.366, -1.183], [-0.800, -0.402, -1.743], [5.079, 3.635, 0.848], [4.848, 2.481, 1.645], [5.916, 2.289, 2.584], [7.058, 1.529, 1.935], [7.863, 2.387, 1.150], [9.126, 1.823, 0.837], [4.884, 4.514, 1.462], [4.440, 3.739, -0.029], [6.078, 3.774, 0.435], [5.449, 1.598, 3.286], [6.239, 3.213, 3.063], [6.665, 0.654, 1.416], [7.684, 1.121, 2.728], [9.640, 2.538, 0.193], [8.984, 0.901, 0.273], [9.719, 1.673, 1.739], [-1.024, -9.186, 1.265], [-0.362, -8.023, 0.678], [1.103, -8.025, 0.923], [1.673, -6.690, 0.530], [1.202, -5.698, 1.475], [1.612, -4.339, 1.277], [-0.759, -9.221, 2.322], [-0.871, -10.050, 0.618], [-2.100, -9.026, 1.335], [1.525, -8.827, 0.317], [1.356, -8.054, 1.983], [1.211, -6.398, -0.413], [2.757, -6.689, 0.417], [2.670, -4.190, 1.059], [1.313, -3.707, 2.113], [1.090, -3.937, 0.408], [-2.086, 3.302, 1.123], [-3.258, 3.794, 0.485], [-3.948, 2.730, -0.080], [-5.393, 3.165, -0.388], [-5.521, 4.187, -1.391], [-6.740, 4.875, -1.406], [-1.510, 4.143, 1.508], [-1.448, 2.837, 0.372], [-2.401, 2.643, 1.933], [-4.008, 1.859, 0.573], [-3.539, 2.419, -1.041], [-5.788, 3.328, 0.615], [-5.966, 2.312, -0.751], [-6.834, 5.295, -0.405], [-7.624, 4.281, -1.636], [-6.761, 5.700, -2.118], [-2.583, -0.841, 3.394], [-1.300, -0.227, 3.446], [-1.270, 0.967, 4.249], [0.039, 1.701, 4.059], [1.079, 0.911, 4.624], [2.141, 1.744, 4.938], [-2.438, -1.870, 3.066], [-3.257, -0.268, 2.757], [-2.950, -0.978, 4.412], [-1.346, 0.760, 5.316], [-2.073, 1.635, 3.935], [-0.045, 2.658, 4.574], [0.263, 1.894, 3.010], [2.553, 2.362, 4.141], [3.026, 1.195, 5.260], [1.878, 2.486, 5.691], [-0.748, -2.671, 9.124], [-1.722, -2.215, 8.186], [-1.711, -2.912, 6.956], [-0.598, -2.380, 5.986], [0.600, -3.080, 6.179], [1.610, -2.734, 5.282], [-0.828, -2.180, 10.093], [0.240, -2.486, 8.702], [-0.956, -3.737, 9.210], [-2.637, -2.704, 6.421], [-1.773, -3.988, 7.118], [-0.436, -1.311, 6.127], [-0.955, -2.602, 4.981], [1.964, -1.764, 5.630], [1.345, -2.682, 4.226], [2.444, -3.426, 5.398], [2.950, 2.267, -2.082], [2.358, 3.008, -3.147], [2.699, 2.488, -4.435], [2.237, 3.440, -5.544], [2.820, 4.752, -5.448], [2.868, 5.501, -6.587], [4.017, 2.489, -2.083], [2.775, 1.210, -2.284], [2.510, 2.695, -1.181], [2.134, 1.563, -4.547], [3.759, 2.242, -4.493], [1.159, 3.599, -5.549], [2.489, 3.007, -6.512], [3.610, 5.016, -7.222], [3.205, 6.506, -6.332], [1.857, 5.573, -6.987], [-0.908, -0.181, -7.946], [0.309, 0.419, -7.647], [1.172, -0.328, -6.779], [0.644, -0.782, -5.367], [-0.426, -1.677, -5.539], [-1.088, -2.079, -4.374], [-0.788, -1.152, -8.425], [-1.426, 0.546, -8.571], [-1.490, -0.249, -7.027], [2.125, 0.188, -6.658], [1.472, -1.240, -7.296], [0.379, 0.109, -4.798], [1.489, -1.322, -4.940], [-1.877, -2.764, -4.685], [-1.594, -1.212, -3.949], [-0.456, -2.634, -3.681], [-1.262, -3.249, -1.094], [-2.467, -2.859, -1.806], [-3.647, -3.074, -1.058], [-3.993, -1.889, -0.136], [-4.093, -0.546, -0.693], [-4.581, -0.495, -2.014], [-1.263, -2.901, -0.061], [-0.324, -2.923, -1.543], [-1.266, -4.337, -1.018], [-3.569, -3.987, -0.468], [-4.402, -3.281, -1.815], [-3.312, -1.773, 0.706], [-4.951, -2.022, 0.367], [-4.656, 0.541, -2.345], [-5.507, -1.064, -1.943], [-3.938, -0.941, -2.773], [-1.695, 4.740, -2.317], [-0.933, 5.653, -3.066], [0.506, 5.523, -2.958], [1.248, 6.819, -3.542], [0.958, 8.001, -2.807], [1.739, 9.126, -3.308], [-2.765, 4.932, -2.405], [-1.449, 4.788, -1.256], [-1.513, 3.702, -2.593], [0.810, 4.755, -3.669], [0.796, 5.278, -1.937], [0.856, 7.013, -4.541], [2.317, 6.610, -3.577], [2.811, 8.935, -3.283], [1.577, 9.928, -2.588], [1.410, 9.373, -4.318]],
  "atomic_forces_ev_per_a": [[0.3, 0.7, 0.1], [0.0, -1.1, 0.2], [-1.0, 1.3, -0.5], [0.1, -0.2, 0.1], [2.2, 0.2, -1.8], [-0.2, 0.1, 1.5], [0.3, -0.1, 0.5], [0.3, 0.1, -0.2], [-0.3, -0.3, -0.7], [0.1, 0.3, 0.3], [-0.6, -0.1, 0.2], [-0.4, 0.1, 0.1], [0.6, -0.3, -0.3], [-0.7, -0.3, -0.3], [-0.7, -0.1, 0.0], [0.0, -0.3, 0.8], [1.1, 0.9, 0.6], [-2.2, -1.2, -0.5], [0.2, -0.2, -0.5], [2.2, 0.2, -0.9], [-0.3, -0.4, 0.8], [-0.2, 0.3, 0.6], [0.0, -0.4, 0.4], [0.4, 0.3, -0.1], [-0.4, -0.2, -0.1], [-0.6, 0.6, 0.1], [-0.1, -0.2, 0.2], [-0.3, 0.3, -0.3], [-0.1, -0.3, -0.2], [0.3, 0.2, 0.1], [-0.1, 0.4, -0.3], [0.4, -0.6, 0.1], [-0.2, -0.3, -0.5], [0.7, -0.4, 0.6], [-1.0, 0.6, 0.8], [2.1, 0.7, -0.6], [0.2, -1.0, 0.4], [1.0, 0.9, 0.2], [0.0, 0.0, -0.5], [-0.7, 0.5, 0.1], [0.0, 0.2, -0.2], [0.2, -0.1, -1.1], [-0.7, -0.4, 0.4], [-0.2, -0.2, 0.6], [-0.2, 0.0, 0.0], [-0.1, -0.3, -0.3], [-0.9, -0.4, 0.0], [-0.4, 0.1, 0.1], [-0.1, 1.1, -0.1], [0.6, 0.6, -0.5], [-0.8, -1.2, -1.0], [0.6, 0.5, 0.8], [-0.1, -0.1, -0.1], [-0.5, 0.4, -0.3], [0.0, 0.3, 0.1], [-0.5, -0.7, 0.3], [0.3, -0.6, 0.3], [0.3, 0.1, 0.5], [0.0, 0.1, 0.0], [-0.1, 0.1, -0.6], [0.2, -0.1, 0.4], [0.0, 0.0, 0.1], [0.2, -0.3, 0.1], [0.1, -0.2, 0.1], [0.3, 1.6, -0.2], [0.9, -0.5, 0.8], [-1.5, 0.6, -0.2], [-1.5, 1.6, -0.5], [0.9, -0.1, 0.6], [-0.6, -0.5, -0.9], [0.6, -0.8, -0.1], [0.4, -0.3, 0.5], [-0.1, 0.5, -0.6], [0.3, -0.1, 0.3], [-0.4, -0.9, 0.3], [0.3, -0.1, -0.5], [0.2, -0.1, 0.2], [0.3, -0.3, 0.3], [0.1, -0.4, 0.2], [-0.1, 0.1, -0.2], [-0.2, 0.8, -0.4], [0.6, 0.2, 0.6], [-1.6, 0.5, -1.6], [0.0, -0.6, -0.1], [1.0, -0.6, 0.3], [-0.2, 0.4, 1.1], [-0.3, 0.1, 0.2], [0.1, -0.5, 0.2], [0.4, -0.3, 0.0], [0.0, -0.1, 0.1], [0.7, -0.2, -0.1], [-0.6, 1.2, -0.1], [0.1, -0.5, -0.1], [-0.6, 0.3, 0.1], [0.0, -0.5, 0.1], [0.6, -0.1, -0.1], [0.9, -0.1, 0.7], [0.1, 0.5, 0.3], [0.3, -0.3, -0.9], [-0.3, -0.9, 0.0], [-0.3, 0.3, -0.3], [1.5, 0.7, 0.4], [0.0, 0.1, -0.6], [-0.2, -0.1, 0.0], [-0.5, 0.4, 0.1], [-0.3, -0.3, 0.1], [-0.3, 0.1, 0.1], [0.0, 0.2, 0.2], [-0.1, 0.1, -0.2], [-0.4, -0.1, -0.9], [-0.3, -0.4, 0.3], [-0.2, -0.1, 0.5], [-0.2, -0.4, -1.1], [-0.5, 0.6, 0.3], [0.6, 1.3, -0.5], [-0.7, -1.5, 0.6], [-0.3, -1.1, 0.2], [1.0, 0.7, 0.7], [-0.4, 0.1, -0.3], [0.2, -0.2, 0.2], [0.6, -0.3, 0.5], [-0.3, 0.4, 0.3], [0.8, -0.3, -0.1], [-0.2, 0.2, 0.0], [0.0, 0.3, -0.4], [0.3, 0.4, -0.6], [-0.5, 0.0, -0.1], [-0.2, -0.2, 0.1], [0.0, 0.9, -1.1], [0.2, 0.2, -0.7], [-0.8, 0.8, 0.5], [0.4, 1.0, -0.1], [0.3, -1.6, 2.8], [-0.1, 0.0, -0.5], [0.3, -0.2, 0.1], [-0.1, -0.1, 0.7], [-0.1, -0.7, 0.1], [0.0, -0.3, -0.3], [0.2, 0.2, -0.1], [-0.3, -0.4, 0.2], [0.1, -0.2, -0.2], [-0.2, 0.3, -0.9], [0.1, 0.0, 0.0], [0.0, 0.1, -0.8], [-0.8, 0.6, 0.4], [1.9, 0.4, 1.2], [-0.7, -0.9, 0.0], [0.3, 0.4, -1.8], [0.3, -0.1, -0.6], [-0.7, 0.0, -0.4], [-0.1, -0.1, 0.0], [0.0, -0.3, -0.4], [-0.3, -0.5, -0.2], [-0.3, 0.6, 0.1], [-0.2, -0.4, -0.2], [-0.2, 0.0, 0.4], [0.2, 0.2, 0.5], [0.0, 0.0, 0.0], [0.2, 0.0, 0.6], [0.2, 0.3, 0.2], [-1.1, -0.5, 0.4], [1.6, 0.1, 0.3], [0.2, 0.7, -0.2], [-0.6, 1.0, 0.1], [1.5, -0.6, 0.1], [-0.2, -0.5, 0.2], [-0.1, 0.4, 0.1], [-0.5, 0.2, -0.4], [0.2, -0.2, -0.1], [0.0, -0.1, 0.3], [-0.3, 0.3, 0.1], [0.5, -0.2, -0.3], [-0.4, -0.7, -0.2], [-0.5, 0.1, 0.4], [-0.6, 0.4, -0.9], [0.3, -0.4, 0.2], [0.5, -0.2, 0.5], [0.5, 0.6, -0.1], [-0.4, 1.4, -1.5], [-1.8, -0.7, 1.0], [1.2, 0.5, 0.0], [-0.9, -1.0, 1.0], [0.1, 0.3, -0.2], [0.0, 0.2, 0.3], [0.1, -0.2, -0.4], [0.2, -0.3, 0.5], [0.1, 0.1, 0.0], [0.1, -0.5, -0.4], [0.1, -0.1, 0.0], [0.1, -0.4, -0.2], [-0.3, 0.1, -0.3], [0.1, 0.2, 0.0]],
  "spin_multiplicity": 1,
  "smiles": "COCCOC.COCCOC.COCCOC.COCCOC.COCCOC.COCCOC.COCCOC.COCCOC.COCCOC.COCCOC.COCCOC.COCCOC",
  "homo_ev": -8.95,
  "de_lowest_kcal_mol": 66.3,
  "e_lumo_ev": 0.5,
  "max_force_ev_per_a": 3.24
}